{
  "formula": "C4H5NO3",
  "method": "wB97M-V/def2-TZVPD",
  "homo_ev": -8.49,
  "smiles": "NC1=C(O)COC1=O",
  "spin_multiplicity": 1,
  "orbital_gap_ev": 8.849,
  "elements": ["N", "C", "C", "O", "C", "O", "C", "O", "H", "H", "H", "H", "H"],
  "coordinates": [[1.223330, 1.386807, -0.977398], [0.604386, 0.420780, -0.216472], [-0.684787, 0.054143, -0.195406], [-1.642753, 0.612534, -0.994616], [-0.963659, -1.067371, 0.716514], [0.225502, -1.112344, 1.496883], [1.246534, -0.337728, 0.870208], [2.395002, -0.275633, 1.249970], [2.234941, 1.280143, -1.014464], [0.806952, 1.467418, -1.902145], [-2.517377, 0.463498, -0.595643], [-1.108927, -2.016607, 0.191382], [-1.819144, -0.875640, 1.371185]],
  "atomic_forces_ev_per_a": [[0.36, 0.10, -0.43], [-0.79, -0.78, 0.59], [-0.26, 0.93, -1.22], [-0.22, -0.31, 0.27], [0.51, 0.37, 0.57], [1.56, -0.06, -0.23], [0.13, 0.01, 0.61], [-1.64, -0.44, -0.30], [-0.35, 0.05, 0.04], [0.26, 0.10, 0.30], [0.40, 0.06, -0.29], [0.00, 0.04, 0.04], [0.05, -0.06, 0.07]],
  "nbo_charge": [-0.7971, -0.0392, 0.2633, -0.6662, -0.1168, -0.5010, 0.7560, -0.5619, 0.3962, 0.3871, 0.4849, 0.2028, 0.1919]
}